[1]
This record from the Open Molecules 2025 dataset describes a cluster of 2 separate species, C10H12S in total. The level of theory is ωB97M-V/def2-TZVPD.

## Properties
Total energy (hartree): -786.2714
Energy above the lowest of the compared OMol25 structures with the same formula, charge and spin (kcal per mole): 74.02
HOMO (alpha / beta) (eV): -7.356 / -7.357
Maximum force (eV/Å): 5.5
LUMO energy (alpha / beta) (eV): -0.01 / -0.02

Last column: Mulliken charge in e.
Geometry (Å):
H  -1.486  0.299  -2.304  0.476
H  -2.035  -1.701  -1.354  0.373
H  -0.730  -2.568  -0.672  0.435
C  0.334  -0.799  1.857  -0.387
C  1.776  0.809  2.922  -0.451
H  -1.884  -1.685  0.328  0.414
H  -1.527  1.298  -0.704  0.457
C  0.396  -0.074  0.614  0.635
C  1.201  -0.461  2.898  -0.601
H  1.999  2.702  1.739  0.263
C  1.323  -1.162  -1.903  -0.192
H  2.248  -0.527  -1.834  0.268
C  -1.291  -1.682  -0.598  -1.642
C  1.655  1.612  1.853  -0.420
S  1.016  -2.170  -3.069  -0.199
C  1.189  1.105  0.638  -0.582
C  -0.425  -0.413  -0.602  1.210
H  2.126  1.077  3.832  0.459
H  -0.199  -1.752  2.002  0.274
H  1.060  1.854  -0.148  0.282
H  -0.133  1.179  -1.994  0.332
H  1.076  -1.139  3.787  0.284
C  -1.031  0.733  -1.414  -1.684



[2]
This record from the Open Molecules 2025 dataset describes the molecule C10H12Si. The level of theory is ωB97M-V/def2-TZVPD.

## Properties
Total energy (hartree): -677.5561
Energy above the lowest of the compared OMol25 structures with the same formula, charge and spin (kcal per mole): 79.31
HOMO (alpha / beta) (eV): -7.276 / -7.812
Maximum force (eV/Å): 3.4
LUMO energy (alpha / beta) (eV): 0.03 / -0.86

Last column: Mulliken charge in e.
Geometry (Å):
C  -1.584  -0.319  -1.275  -1.216
H  4.187  -0.378  1.161  0.381
C  0.986  0.465  0.254  1.531
C  3.257  -0.352  0.658  -0.422
C  2.172  0.460  0.954  -0.723
C  -2.839  0.813  1.184  -1.184
C  3.216  -1.274  -0.394  -0.778
C  0.843  -0.531  -0.768  1.202
H  1.729  -1.970  -1.929  0.196
H  0.153  2.224  1.178  0.329
C  2.022  -1.273  -1.094  -0.455
H  -0.247  -1.329  -2.452  0.230
H  -0.925  1.473  -0.093  0.416
Si  -3.217  -0.085  -0.498  0.216
C  0.059  1.500  0.418  -1.689
H  2.357  1.065  1.854  0.275
C  -0.352  -0.716  -1.543  0.284
H  -2.688  1.908  1.207  0.368
H  3.988  -2.005  -0.436  0.389
H  -3.624  0.488  1.840  0.375
H  -3.977  0.838  -1.509  -0.064
H  -1.875  0.561  1.523  0.421
H  -3.641  -1.560  -0.238  -0.082



[3]
This record from the Open Molecules 2025 dataset describes the molecule C10H12Si. The level of theory is ωB97M-V/def2-TZVPD.

## Properties
Total energy (hartree): -677.6121
Energy above the lowest of the compared OMol25 structures with the same formula, charge and spin (kcal per mole): 44.14
HOMO (eV): -8.676
Maximum force (eV/Å): 2.2
SMILES string: C=C[C@H]1C[Si@H]1c1ccccc1
LUMO energy (eV): 0.92

Last column: Mulliken charge in e.
Geometry (Å):
H  2.263  0.436  0.802  0.359
H  1.090  1.244  -2.034  0.283
H  -3.074  -1.407  -1.257  0.279
C  -2.205  -0.704  -1.509  -0.668
C  0.504  0.417  2.204  -0.097
C  0.404  -1.003  1.977  -0.343
H  -2.064  -1.125  -3.719  0.276
H  0.271  -0.150  -3.864  0.317
C  -0.575  0.877  -0.638  0.318
H  2.544  -1.403  1.872  0.406
H  -0.523  -1.556  1.952  0.370
C  -1.590  -0.640  -2.784  -0.238
H  -2.055  0.300  0.599  0.282
H  -0.656  3.099  0.994  -0.116
C  -0.371  0.019  -2.959  -0.493
H  1.300  -2.610  1.325  0.291
H  2.451  1.720  1.936  0.360
Si  0.100  1.733  0.860  0.157
C  1.507  -1.704  1.818  -0.934
C  1.716  1.073  1.475  -1.038
C  -1.677  0.080  -0.453  -0.125
C  0.100  0.806  -1.857  -0.151
H  0.539  0.498  3.262  0.506